1.
Entry from the Open Molecules 2025 dataset: a cluster of 2 separate species, C5H15NO in total (ωB97M-V/def2-TZVPD).

Geometry (Å):
C1 2.314 0.126 -0.408
C2 1.429 1.244 0.193
N1 -0.072 0.971 0.208
C3 -0.742 1.324 -1.045
C4 -0.379 -0.296 0.869
C5 -0.179 -0.312 2.323
H1 1.916 -0.831 -0.693
H2 2.922 0.451 -1.346
H3 3.170 0.043 0.268
H4 1.760 2.277 -0.169
H5 1.618 1.248 1.246
H6 -1.560 0.500 -1.146
H7 -0.102 1.288 -1.873
H8 -1.284 2.353 -1.047
H9 0.194 -1.133 0.345
H10 -1.436 -0.528 0.644
H11 -0.534 -1.280 2.813
H12 -0.732 0.518 2.784
H13 0.822 -0.300 2.819
O1 -2.089 -2.369 -1.884
H14 -2.772 -2.334 -1.232
H15 -1.413 -2.626 -1.390

Properties
Charge = 0
Kohn-Sham gap = 8.88 eV
ΔE to the lowest compared entry with this formula, charge and spin = 57.0 kcal/mol
Structure (SMILES) = CCN(C)CC.O
E_LUMO = 0.768 eV

***

2.
Entry from the Open Molecules 2025 dataset: a cluster of 9 separate species, C36H63N9 in total (ωB97M-V/def2-TZVPD).

Geometry (Å):
C1 6.582 -0.009 3.755
C2 6.750 -0.026 2.225
C3 8.254 -0.050 1.851
C4 9.032 -1.206 2.367
N1 9.612 -2.102 2.803
H1 6.677 -1.030 4.125
H2 5.540 0.258 3.930
H3 7.283 0.654 4.263
H4 6.283 0.874 1.827
H5 6.265 -0.890 1.769
H6 8.624 0.895 2.249
H7 8.386 -0.052 0.769
C5 -3.423 2.480 4.692
C6 -3.549 1.589 3.455
C7 -2.225 0.975 3.026
C8 -1.143 1.947 2.724
N2 -0.276 2.687 2.535
H8 -4.339 2.871 5.137
H9 -2.751 3.308 4.466
H10 -2.894 1.893 5.443
H11 -3.895 2.128 2.573
H12 -4.214 0.775 3.747
H13 -2.340 0.351 2.139
H14 -1.732 0.462 3.852
C9 4.174 3.084 -1.988
C10 4.460 4.355 -1.189
C11 3.320 4.803 -0.301
C12 2.062 5.263 -0.933
N3 1.077 5.612 -1.458
H15 3.403 3.301 -2.728
H16 3.846 2.226 -1.402
H17 5.074 2.688 -2.458
H18 4.750 5.176 -1.845
H19 5.312 4.076 -0.569
H20 3.597 5.685 0.277
H21 3.089 4.090 0.490
C13 5.084 2.670 6.372
C14 5.098 3.255 4.945
C15 5.704 4.613 4.846
C16 5.786 5.162 3.467
N4 5.789 5.624 2.404
H22 6.110 2.664 6.740
H23 4.773 1.626 6.413
H24 4.481 3.270 7.055
H25 4.139 3.173 4.433
H26 5.716 2.673 4.262
H27 6.728 4.662 5.216
H28 5.210 5.329 5.503
C17 4.039 -0.381 9.830
C18 3.080 0.435 8.956
C19 2.542 -0.292 7.709
C20 3.580 -0.835 6.802
N5 4.447 -1.197 6.091
H29 4.909 -0.653 9.232
H30 3.557 -1.272 10.229
H31 4.513 0.170 10.643
H32 3.633 1.349 8.737
H33 2.235 0.765 9.560
H34 1.901 0.357 7.113
H35 1.908 -1.134 7.985
C21 2.570 0.913 3.330
C22 3.058 0.722 1.842
C23 2.024 1.021 0.803
C24 0.821 0.190 0.808
N6 -0.099 -0.453 0.827
H36 2.242 1.940 3.490
H37 3.321 0.631 4.069
H38 1.709 0.310 3.618
H39 3.441 -0.275 1.624
H40 3.900 1.379 1.621
H41 2.486 1.004 -0.184
H42 1.696 2.043 0.989
C25 -0.239 2.340 6.619
C26 1.039 3.014 6.079
C27 1.364 4.290 6.895
C28 1.673 4.092 8.298
N7 1.958 3.929 9.420
H43 -1.090 3.012 6.511
H44 -0.133 2.080 7.672
H45 -0.389 1.366 6.153
H46 0.955 3.243 5.016
H47 1.841 2.290 6.220
H48 0.633 5.091 6.784
H49 2.286 4.717 6.501
C29 -5.279 -2.451 0.504
C30 -4.014 -3.270 0.264
C31 -2.829 -2.383 0.733
C32 -2.659 -2.352 2.197
N8 -2.498 -2.359 3.359
H50 -6.139 -2.957 0.065
H51 -5.175 -1.448 0.091
H52 -5.541 -2.345 1.557
H53 -3.933 -3.497 -0.799
H54 -4.028 -4.270 0.697
H55 -2.857 -1.357 0.367
H56 -1.908 -2.781 0.308
C33 1.366 -0.538 -2.839
C34 1.191 -1.627 -3.937
C35 -0.255 -1.819 -4.381
C36 -1.229 -2.244 -3.310
N9 -2.013 -2.569 -2.501
H57 0.863 0.332 -3.261
H58 2.433 -0.392 -2.671
H59 0.900 -0.759 -1.878
H60 1.625 -2.560 -3.577
H61 1.864 -1.545 -4.790
H62 -0.468 -2.584 -5.127
H63 -0.584 -0.844 -4.742

Properties
Charge = -1
Multiplicity = 2
Kohn-Sham gap (spin up / spin down) = 1.84 / 11.09 eV
ΔE to the lowest compared entry with this formula, charge and spin = 6.4 kcal/mol
E_LUMO (spin up / spin down) = 2.179 / 2.154 eV

***

3.
Entry from the Open Molecules 2025 dataset: a structure of composition C40H34BeF15GeN6O6P2S2 (ωB97M-V/def2-TZVPD).

Geometry (Å):
Be1 1.397 0.976 -0.302
S1 5.219 0.682 5.681
N1 3.645 0.431 5.426
C1 3.433 0.532 4.122
C2 2.154 0.360 3.453
C3 0.943 0.053 4.076
C4 -0.179 -0.113 3.297
C5 -0.081 0.034 1.916
N2 1.057 0.338 1.318
C6 2.150 0.504 2.074
C7 3.354 0.827 1.328
N3 3.170 0.962 0.006
C8 4.222 1.194 -0.764
C9 5.506 1.325 -0.235
C10 5.695 1.221 1.127
C11 4.591 0.962 1.943
C12 4.618 0.817 3.389
N4 5.692 0.925 4.157
H1 0.906 -0.052 5.152
H2 -1.133 -0.361 3.738
H3 -0.938 -0.110 1.272
H4 4.028 1.272 -1.826
H5 6.337 1.511 -0.899
H6 6.674 1.330 1.572
F1 -0.465 -3.285 3.011
C13 -0.481 -4.629 2.920
C14 -0.695 -5.217 1.686
C15 -0.715 -6.599 1.651
F2 -0.954 -7.248 0.505
C16 -0.515 -7.369 2.787
F3 -0.544 -8.696 2.722
C17 -0.293 -6.743 4.004
F4 -0.105 -7.466 5.100
C18 -0.277 -5.357 4.076
F5 -0.073 -4.751 5.243
Ge1 -0.831 -4.039 0.135
S2 0.996 -2.829 0.137
C19 -0.975 -5.027 -1.545
C20 -2.034 -4.934 -2.431
F6 -3.096 -4.164 -2.150
C21 -2.058 -5.624 -3.634
F7 -3.096 -5.514 -4.460
C22 -0.986 -6.434 -3.975
F8 -0.995 -7.106 -5.120
C23 0.097 -6.545 -3.113
F9 1.125 -7.325 -3.435
C24 0.082 -5.842 -1.921
F10 1.134 -5.977 -1.107
C25 -2.389 -2.862 0.352
C26 -2.529 -1.785 -0.506
F11 -1.670 -1.636 -1.527
C27 -3.543 -0.854 -0.394
F12 -3.638 0.164 -1.253
C28 -4.474 -0.997 0.625
F13 -5.452 -0.108 0.761
C29 -4.380 -2.073 1.494
F14 -5.274 -2.214 2.467
C30 -3.349 -2.989 1.339
F15 -3.303 -4.009 2.202
C31 0.769 7.056 -0.400
C32 0.742 5.601 -0.846
C33 2.102 5.199 -1.403
C34 -0.384 5.378 -1.853
O1 0.501 4.851 0.361
P1 0.140 3.322 0.585
O2 0.306 2.992 2.008
O3 0.948 2.491 -0.440
O4 -1.342 3.105 0.033
C35 -2.554 3.405 0.788
C36 -3.638 3.538 -0.271
C37 -2.819 2.221 1.707
C38 -2.407 4.688 1.592
H7 0.904 7.713 -1.258
H8 1.585 7.222 0.301
H9 -0.166 7.312 0.095
H10 2.343 5.796 -2.283
H11 2.134 4.137 -1.645
H12 2.870 5.371 -0.650
H13 -0.127 5.839 -2.808
H14 -1.310 5.832 -1.503
H15 -0.594 4.315 -1.988
H16 -3.599 2.691 -0.955
H17 -3.513 4.457 -0.844
H18 -4.621 3.556 0.197
H19 -2.948 1.308 1.122
H20 -3.732 2.394 2.276
H21 -1.989 2.091 2.399
H22 -2.215 5.540 0.942
H23 -1.597 4.610 2.316
H24 -3.336 4.871 2.131
N5 0.681 2.791 -3.743
C39 -0.179 1.626 -3.382
P2 1.025 0.252 -3.008
O5 2.305 0.750 -3.622
O6 1.003 0.032 -1.510
C40 0.384 -1.231 -3.825
N6 1.015 -2.424 -3.272
H25 1.631 2.343 -3.908
H26 0.750 3.454 -2.961
H27 0.360 3.288 -4.573
H28 -0.838 1.396 -4.216
H29 -0.768 1.867 -2.498
H30 0.538 -1.086 -4.901
H31 -0.688 -1.280 -3.635
H32 0.948 -2.545 -1.196
H33 2.019 -2.410 -3.416
H34 0.657 -3.267 -3.707

Properties
Charge = +1
Kohn-Sham gap = 8.48 eV
E_LUMO = -2.973 eV

***

4.
Entry from the Open Molecules 2025 dataset: a structure of composition C26H72N4O13 (ωB97M-V/def2-TZVPD).

Geometry (Å):
C1 -18.601 19.257 -10.987
C2 -19.813 18.675 -11.657
C3 -20.878 18.250 -10.697
O1 -20.424 17.140 -9.959
C4 -21.361 16.475 -9.070
N1 -20.228 19.786 -12.545
H1 -18.898 19.974 -10.222
H2 -18.005 19.821 -11.705
H3 -17.883 18.534 -10.598
H4 -19.418 17.907 -12.323
H5 -21.719 17.894 -11.292
H6 -21.195 19.100 -10.093
H7 -20.770 15.644 -8.686
H8 -22.266 16.052 -9.506
H9 -21.604 17.121 -8.226
H10 -19.776 19.808 -13.448
H11 -21.221 19.800 -12.730
C5 -26.864 14.794 -7.463
C6 -27.004 15.208 -8.958
C7 -28.020 16.270 -9.124
O2 -27.538 17.594 -8.738
C8 -28.382 18.127 -7.758
N2 -25.643 15.577 -9.372
H12 -26.274 13.913 -7.207
H13 -27.716 14.593 -6.815
H14 -26.381 15.603 -6.916
H15 -27.394 14.349 -9.505
H16 -28.912 15.919 -8.607
H17 -28.219 16.451 -10.181
H18 -28.259 17.416 -6.940
H19 -29.411 18.122 -8.118
H20 -27.979 19.103 -7.488
H21 -25.604 16.387 -8.770
H22 -25.674 15.841 -10.346
C9 -24.614 21.912 -13.294
C10 -25.846 22.004 -12.397
C11 -25.444 21.631 -10.936
O3 -26.551 21.746 -9.989
C12 -27.456 20.701 -9.798
N3 -26.514 23.279 -12.571
H23 -24.734 22.248 -14.324
H24 -24.072 20.968 -13.245
H25 -23.899 22.640 -12.911
H26 -26.544 21.235 -12.728
H27 -24.607 22.117 -10.435
H28 -25.158 20.579 -10.935
H29 -27.624 20.230 -8.830
H30 -27.292 19.881 -10.498
H31 -28.366 21.294 -9.894
H32 -26.855 23.689 -11.713
H33 -27.218 23.224 -13.293
C13 -18.967 20.010 -7.199
C14 -18.764 20.495 -5.764
O4 -19.845 20.228 -4.920
O5 -19.846 20.972 -7.751
H34 -19.325 18.981 -7.228
H35 -18.053 20.026 -7.793
H36 -18.514 21.556 -5.780
H37 -17.859 20.040 -5.361
H38 -19.908 20.908 -4.245
H39 -20.733 20.607 -7.715
C15 -21.467 17.136 -6.741
C16 -21.097 18.460 -6.083
O6 -20.590 18.178 -4.768
O7 -22.407 16.448 -5.958
H40 -20.686 16.383 -6.844
H41 -21.888 17.381 -7.716
H42 -21.915 19.177 -6.013
H43 -20.330 18.960 -6.674
H44 -19.963 18.895 -4.650
H45 -22.313 16.765 -5.057
C17 -21.408 18.340 -13.660
C18 -22.364 17.087 -13.370
O8 -23.178 16.773 -14.372
O9 -22.096 19.631 -13.631
H46 -21.001 18.224 -14.664
H47 -20.544 18.554 -13.030
H48 -22.957 17.286 -12.477
H49 -21.684 16.238 -13.441
H50 -23.256 15.816 -14.401
H51 -21.437 20.283 -13.881
C19 -25.841 18.648 -7.472
C20 -25.085 17.338 -7.018
O10 -24.189 16.813 -8.040
O11 -25.075 19.817 -7.413
H52 -26.739 18.704 -6.856
H53 -26.270 18.666 -8.473
H54 -25.844 16.611 -6.727
H55 -24.457 17.585 -6.162
H56 -23.533 16.306 -7.556
H57 -24.207 19.772 -7.820
C21 -21.457 21.550 -5.505
O12 -21.330 20.696 -6.622
C22 -22.531 20.300 -7.191
C23 -22.324 18.997 -8.108
N4 -23.589 18.700 -8.878
C24 -23.536 17.638 -9.843
C25 -24.763 17.486 -10.743
O13 -24.321 17.326 -12.110
C26 -24.017 18.581 -12.732
H58 -21.895 22.531 -5.694
H59 -20.440 21.738 -5.162
H60 -22.006 21.043 -4.712
H61 -23.043 21.074 -7.763
H62 -23.283 20.097 -6.429
H63 -22.047 18.145 -7.488
H64 -21.568 19.403 -8.779
H65 -23.747 19.582 -9.344
H66 -23.674 16.735 -9.248
H67 -22.547 17.676 -10.299
H68 -25.525 18.262 -10.662
H69 -25.307 16.580 -10.476
H70 -23.097 19.028 -12.355
H71 -24.894 19.228 -12.765
H72 -23.813 18.439 -13.793

Properties
Charge = 0
Kohn-Sham gap = 8.11 eV
ΔE to the lowest compared entry with this formula, charge and spin = 916.2 kcal/mol
E_LUMO = 0.272 eV

***

5.
Entry from the Open Molecules 2025 dataset: a cluster of 2 separate species, C5H11NO in total (ωB97M-V/def2-TZVPD).

Geometry (Å):
C1 -2.760 -0.599 -0.883
C2 -1.707 -1.475 -0.753
C3 -0.380 -1.125 -0.171
C4 -0.165 -0.135 0.685
C5 1.103 0.163 1.393
N1 1.615 1.469 0.908
H1 -3.627 -1.052 -1.414
H2 -2.728 0.497 -0.669
H3 -1.855 -2.463 -1.190
H4 0.415 -1.877 -0.203
H5 -0.912 0.607 0.967
H6 1.961 -0.526 1.367
H7 0.817 0.084 2.492
H8 0.916 2.236 0.860
H9 2.503 1.786 1.541
O1 1.493 0.492 -1.735
H10 1.550 0.790 -0.782
H11 1.761 1.128 -2.414

Properties
Charge = 0
Kohn-Sham gap = 9.25 eV
ΔE to the lowest compared entry with this formula, charge and spin = 67.9 kcal/mol
Structure (SMILES) = C=C/C=C/CN.O
E_LUMO = 0.703 eV

***

6.
Entry from the Open Molecules 2025 dataset: the molecule CH6NP (ωB97M-V/def2-TZVPD).

Geometry (Å):
C1 -0.568 -0.643 0.847
P1 -0.607 0.967 -0.085
N1 1.088 0.511 -0.974
H1 -0.730 -1.527 0.303
H2 -1.087 -0.692 1.775
H3 0.502 -0.750 1.269
H4 -1.459 0.397 -1.159
H5 1.700 0.707 -0.164
H6 1.161 1.031 -1.814

Properties
Charge = 0
Kohn-Sham gap = 9.96 eV
ΔE to the lowest compared entry with this formula, charge and spin = 16.4 kcal/mol
Structure (SMILES) = CPN
E_LUMO = 1.142 eV